--- P ---
# C16H10Cl3IN5O3SZr

A molecular structure, C16H10Cl3IN5O3SZr (ωB97M-V/def2-TZVPD, the Open Molecules 2025 dataset).

Output
Total charge: +3
LUMO energy (eV): -10.999
Gap between HOMO and LUMO (hartree): 0.2452

Last column: Löwdin charge in e.
Element x y z (Å)
1 H -2.09010 -1.59026 1.84778  0.1342
2 N 0.43861 0.87075 -1.10982  -0.0830
3 C 0.04746 3.98741 0.84945  -0.2969
4 C 0.47227 3.11296 -0.21969  -0.0444
5 C -2.26585 0.23718 2.97607  0.0301
6 H 1.38220 0.57053 -2.93082  0.1167
7 H 1.51422 4.57629 -1.40248  0.1507
8 H -2.26230 2.21973 3.81755  0.1519
9 C -1.81692 -0.54313 1.92063  -0.0564
10 C 1.56522 2.61899 -2.30012  0.0266
11 C -0.69417 1.27690 0.97219  -0.1273
12 S -0.37237 5.80587 2.28978  1.1724
13 C -2.36416 -2.96897 -2.12032  -0.6748
14 Cl -2.52127 -2.43663 -4.82250  0.8735
15 C -1.88194 -2.07264 -3.31292  -1.3615
16 H 2.23734 -5.19758 0.78810  0.0840
17 H 2.13868 2.91046 -3.16873  0.1403
18 N -1.03250 4.43948 2.81391  -0.1749
19 O -1.85408 -2.47405 -0.96926  -0.2967
20 H 3.13175 -2.27711 1.68118  0.0861
21 H 0.60906 -4.84968 0.25021  0.1688
22 O -2.98660 -3.95036 -2.27301  0.2350
23 C -0.73444 3.50586 1.92217  -0.2973
24 C -1.12961 2.11813 1.99253  -0.0429
25 I 4.75957 -4.24732 0.95964  1.0289
26 C -1.92223 1.57483 3.01579  0.1021
27 Zr -0.37573 -1.20017 -0.78411  1.7564
28 Cl -0.00834 -2.27094 -3.25718  0.6576
29 C 0.10898 1.77058 -0.13552  -0.1352
30 H -2.88482 -0.20589 3.74335  0.1417
31 C 1.22088 3.53593 -1.32834  0.0952
32 N 0.29445 5.28681 0.92485  -0.1749
33 C 1.89558 -3.28798 0.33899  -0.4771
34 H 3.56513 -2.04670 -0.01299  0.0708
35 N 1.54195 -4.52111 0.47041  0.2745
36 N -1.04042 -0.04437 0.94105  -0.0704
37 C 3.24247 -2.78458 0.71839  -0.5685
38 O 1.02800 -2.41247 -0.10388  -0.2402
39 Cl -2.10470 -0.33680 -2.81874  0.7103
40 C 1.14877 1.30002 -2.16354  -0.0853


--- Q ---
# C16H10Cl3IN5O3SZr

A molecular structure, C16H10Cl3IN5O3SZr (ωB97M-V/def2-TZVPD, the Open Molecules 2025 dataset).

Output
Total charge: +3
LUMO energy (eV): -12.867
Gap between HOMO and LUMO (hartree): 0.1605

Last column: Löwdin charge in e.
Element x y z (Å)
1 H -1.69959 -4.46823 -1.90639  0.1392
2 C -1.58285 2.80846 -0.95851  -0.0615
3 O 0.00181 -0.27829 2.40180  -0.1092
4 H 1.80130 1.95595 1.45065  0.1293
5 S -5.82284 -0.17098 -4.90083  1.1633
6 N 2.51756 1.73198 0.77695  0.2377
7 H -0.26756 -2.97810 -0.54511  0.1391
8 C 2.33853 0.84367 -0.16490  -0.5111
9 N -1.22538 -1.24064 -1.13389  -0.1231
10 C -2.87992 -2.84671 -2.67512  0.0929
11 Zr -0.67649 0.11654 0.45341  1.6883
12 I 4.62273 2.20234 -1.70345  0.9621
13 H -0.93272 3.31652 -0.25751  0.1301
14 N -1.52573 1.46883 -0.97974  -0.0694
15 C -1.62608 0.53534 4.00327  -1.0079
16 H 3.05657 0.02049 -1.97763  0.0687
17 C 3.45234 0.50571 -1.09163  -0.5284
18 C -3.06164 -1.45484 -2.67293  -0.0439
19 O -0.93893 1.61950 1.93587  -0.1199
20 H 4.14498 -0.17456 -0.59346  0.0852
21 C -2.43730 3.52807 -1.77696  0.0240
22 Cl -1.36613 -0.73039 4.98941  1.0657
23 C -0.78840 0.64810 2.72740  -0.8126
24 C -2.21008 -0.67502 -1.88790  -0.1691
25 C -2.34438 0.77675 -1.83514  -0.1319
26 C -3.27834 1.44468 -2.63205  -0.0444
27 Cl -2.75634 1.66437 4.30422  1.0550
28 H 3.40376 2.22293 0.84746  0.0997
29 C -1.06665 -2.56714 -1.15252  -0.0719
30 N -5.11932 1.10037 -4.22781  -0.1809
31 H -2.42776 4.60817 -1.74023  0.1385
32 C -3.30503 2.84614 -2.60505  0.0939
33 Cl -2.71709 -0.69698 1.34158  0.2851
34 H -3.53374 -3.46142 -3.28184  0.1489
35 O 1.20722 0.23764 -0.30018  -0.1719
36 C -1.87136 -3.40123 -1.91661  0.0283
37 C -4.06282 -0.77410 -3.45244  -0.2935
38 N -4.95610 -1.34494 -4.24227  -0.1791
39 H -4.01012 3.37209 -3.23744  0.1495
40 C -4.15768 0.64331 -3.44428  -0.2948


Most stable of them? P.


--- P ---
# C8H16N3

A molecular structure, C8H16N3 (ωB97M-V/def2-TZVPD, the Open Molecules 2025 dataset).

Output
Total charge: +1
LUMO energy (eV): -3.946
Gap between HOMO and LUMO (hartree): 0.3146

Last column: Löwdin charge in e.
Element x y z (Å)
1 H -2.96469 -0.07928 -1.13280  0.1357
2 H -0.22168 1.81839 1.29870  0.0875
3 C -1.83613 0.13651 -1.22028  -0.0434
4 H -1.46901 0.89891 -1.83662  0.0663
5 H -1.35992 2.72787 0.24281  0.1408
6 C -0.63406 1.79776 0.26715  -0.0803
7 H 3.52583 1.44226 -0.12459  0.1690
8 C -1.31482 0.43831 0.16802  -0.3429
9 C 0.37751 -0.68007 0.03000  -0.3659
10 H 0.66726 -2.80174 0.59793  0.0881
11 H 0.14637 -2.47829 -1.06951  0.0833
12 H 2.77510 0.48344 -2.14918  0.1853
13 N 1.18997 -0.37213 -1.19046  0.1457
14 H -1.51006 -0.13449 2.23461  0.0374
15 C 2.25120 0.19228 1.21056  -0.0988
16 H -2.57406 -0.93493 1.22856  0.1035
17 C 2.29872 0.32081 -1.14892  -0.0525
18 H 0.07411 2.03004 -0.45475  0.0359
19 H -2.76585 0.79342 1.57856  0.0550
20 C -2.10253 0.04997 1.45555  0.0004
21 H -1.43059 -0.76776 -1.53711  0.0321
22 N 2.77318 0.77452 0.01266  0.1262
23 H -0.97346 -2.42272 0.29850  0.1162
24 H 0.95072 -1.03129 -1.91828  0.1506
25 H 2.88503 0.33307 1.99345  0.1104
26 N 1.15462 -0.39083 1.19166  0.1391
27 C 0.08725 -2.14401 -0.02624  -0.0247


--- Q ---
# C8H16N3

A gas-phase ion, C8H16N3 (charge +1) (ωB97M-V/def2-TZVPD, the Open Molecules 2025 dataset).

Output
Total charge: +1
LUMO energy (eV): -4.042
Gap between HOMO and LUMO (hartree): 0.3247

Last column: Löwdin charge in e.
Element x y z (Å)
1 C -1.76627 -1.15591 0.82769  -0.0460
2 H 0.42647 2.42008 -2.45602  0.1055
3 H 0.17974 -2.78980 0.38660  0.1062
4 N 1.30501 0.05814 1.53675  0.0335
5 C 0.23832 1.39400 -2.67830  0.0049
6 H -2.80088 -0.76266 1.10480  0.1433
7 C 0.68991 -0.57226 0.38323  -0.4209
8 H -1.70956 -1.89737 -0.08885  0.1457
9 N -0.80590 0.92694 1.51907  0.0259
10 H 0.73283 1.69729 2.73176  0.1353
11 C -1.20400 0.45093 -0.86805  0.0141
12 C 1.06714 -2.06919 0.38709  0.0303
13 H 1.61769 -2.05277 1.30977  0.0842
14 C 1.07855 0.10263 -0.84853  0.0356
15 H 2.27828 0.10652 1.35653  0.1136
16 H -1.92524 -0.17022 -1.23845  0.1078
17 C -0.87239 -0.12068 0.51828  -0.4874
18 H 1.63503 -2.34736 -0.52433  0.0964
19 H -1.37367 -1.69951 1.65229  0.0890
20 H 0.82799 1.96069 0.81680  0.1333
21 H 1.07224 0.99099 -3.32524  0.1343
22 N 0.14174 0.58430 -1.53057  -0.0593
23 C 0.58171 1.32017 1.72546  -0.1635
24 H -1.33330 0.66530 2.39228  0.1546
25 H 2.20755 0.22368 -1.13198  0.2191
26 H -0.72313 1.30356 -3.22952  0.1267
27 H -1.56587 1.43251 -0.72857  0.1377


Most stable of them? Q.


--- P ---
# C5H8N2O3

3 unconnected molecules or ions with the total composition C5H8N2O3 (ωB97M-V/def2-TZVPD, the Open Molecules 2025 dataset).

Output
LUMO energy (spin up / spin down) (eV): -0.640 / -0.640
Gap between HOMO and LUMO (spin up / spin down) (hartree): 0.3378 / 0.3378

Last column: Löwdin charge in e.
Element x y z (Å)
1 C -1.31264 0.29961 -0.24174  -0.2720
2 C 1.93740 1.14376 0.77832  -0.1101
3 H -0.08243 0.27460 -2.46915  0.0817
4 H -1.37237 -1.17872 1.40330  0.1289
5 N 2.71713 1.57025 -0.07074  0.1113
6 O 2.62022 -0.66154 0.60931  -0.2393
7 C 0.44656 1.14434 0.78011  -0.3496
8 O -0.41822 -0.62348 -2.40064  -0.0439
9 H -2.04748 -1.33258 -1.41827  0.1262
10 C -1.07722 -0.87202 -1.18609  -0.2293
11 H 3.12362 0.19587 -0.44612  0.2866
12 H -2.17173 0.36883 1.82095  0.1284
13 H -2.24053 0.79876 -0.55940  0.1469
14 C -1.35396 -0.09002 1.25694  -0.0754
15 O -0.08527 0.39158 1.75740  -0.0123
16 N -0.25107 1.31527 -0.26783  0.1757
17 H 2.09914 -1.06920 1.31280  0.0244
18 H -0.53116 -1.67530 -0.65916  0.1218


--- Q ---
# C5H8N2O3

2 unconnected molecules or ions with the total composition C5H8N2O3 (ωB97M-V/def2-TZVPD, the Open Molecules 2025 dataset).

Output
LUMO energy (eV): 0.456
Gap between HOMO and LUMO (hartree): 0.3687

Last column: Löwdin charge in e.
Element x y z (Å)
1 C 1.10463 -3.38864 6.81134  -0.1727
2 O 5.67922 -1.41433 5.97092  0.0180
3 H 0.50185 -3.92692 6.08229  0.1466
4 N 3.34045 -2.56981 5.51071  0.0941
5 C 1.80513 -1.51814 7.33080  -0.4153
6 H 4.78511 -1.64007 5.55868  0.0511
7 N 0.60846 -2.18902 7.48488  0.1239
8 H 0.03849 -2.17584 8.32528  0.1470
9 H 4.49518 -0.24733 7.20834  0.1190
10 H 2.77399 -4.80481 7.07129  0.1154
11 H 2.87740 -2.28733 4.65048  0.1201
12 O 6.45308 -0.31816 7.76175  0.0395
13 O 2.16888 -0.41155 7.65499  0.0989
14 H 3.93428 -3.41141 5.39228  0.1276
15 C 2.32700 -3.90548 7.50170  0.0040
16 C 2.43593 -2.68856 6.59716  -0.3453
17 C 5.51922 -0.64777 7.06331  -0.3925
18 H 2.43394 -3.80683 8.58426  0.1207


Most stable of them? Q.


--- P ---
# C6H12O2

A molecular structure, C6H12O2 (ωB97M-V/def2-TZVPD, the Open Molecules 2025 dataset).

Output
Total charge: +1
LUMO energy (spin up / spin down) (eV): -5.574 / -6.602
2S+1: 2
<S²>: 1.6468
Gap between HOMO and LUMO (spin up / spin down) (hartree): 0.2979 / 0.2348

Last column: Löwdin charge in e.
Element x y z (Å)
1 C -1.63918 -1.93483 -0.82929  0.1380
2 H -1.42982 -2.91196 -0.38159  0.0986
3 H -0.81268 -1.23932 2.03779  0.1868
4 H 2.89183 0.36928 -2.51356  0.0441
5 C -0.01397 1.58208 1.41775  0.0264
6 H 0.50921 -1.42688 -0.72745  -0.0224
7 C -1.36976 -0.51678 1.33655  0.0311
8 H 0.83200 1.54186 -0.49072  0.0567
9 H 1.76229 0.54895 0.59043  0.1090
10 C -1.77123 -0.76035 0.01654  -0.1303
11 H -2.11289 1.37492 0.87513  0.1565
12 H 1.89170 2.26319 0.56101  0.0709
13 C 1.16973 1.51855 0.50353  -0.0658
14 H -1.80230 -1.91591 -1.89372  0.0836
15 O 1.43889 -1.46764 -0.46313  -0.0920
16 O 2.34143 0.52058 -1.78173  0.1104
17 C -1.19776 0.83551 1.14673  -0.0541
18 H -0.05266 2.46013 2.05057  0.1266
19 H 1.90095 -0.74392 -1.00539  -0.0174
20 H -2.53578 -0.09746 -0.44946  0.1432


--- Q ---
# C6H12O2

2 unconnected molecules or ions with the total composition C6H12O2 (ωB97M-V/def2-TZVPD, the Open Molecules 2025 dataset).

Output
Total charge: +1
LUMO energy (spin up / spin down) (eV): -4.026 / -7.498
2S+1: 2
<S²>: 0.7661
Gap between HOMO and LUMO (spin up / spin down) (hartree): 0.3653 / 0.2671

Last column: Löwdin charge in e.
Element x y z (Å)
1 H 1.40454 1.24014 -3.40642  0.1473
2 O -1.27452 -1.31257 0.77870  0.1306
3 H 1.44735 0.38317 1.41038  0.1515
4 H 0.18194 -1.12735 -1.03728  0.1479
5 C 1.52293 0.39462 -1.35507  -0.1276
6 C 0.63482 -0.12441 0.88720  0.0469
7 H 0.19516 -0.10569 3.50038  0.1312
8 H -1.20416 1.56842 -0.36557  0.0548
9 H 2.97538 0.34876 -3.00106  0.1217
10 C 0.78620 -0.32460 -0.57311  -0.0664
11 H -0.99090 1.05344 2.81692  0.1316
12 C 1.84771 0.33626 -2.77976  -0.0748
13 H -2.00958 -1.69622 1.28425  0.1613
14 C -0.73614 -0.01861 2.89358  0.0324
15 H -1.58544 0.29027 -1.10528  -0.0088
16 H 1.43228 -0.60303 -3.31986  0.1131
17 H -1.45218 -0.49264 3.48371  0.0787
18 H 2.02595 1.32029 -0.98946  0.1496
19 O -1.71124 1.22370 -1.13944  -0.0273
20 C -0.47791 -0.50804 1.52970  -0.2937


Most stable of them? Q.